Molecular formula: C14H28N2O5
Method: DFT, ωB97M-V/def2-TZVPD

F_max = 0.7 eV/A
E = -28189.531 eV
Energy relative to the best compared isomer or geometry (same formula, charge and spin) = 0.000 eV
LUMO energy = 0.543 eV

Bonds (Å) are listed after each position.
Cartesian coordinates (Å):
1 C 4.15781 3.21965 0.09201  C2 1.511, H22 1.091, H23 1.086, H24 1.091
2 C 4.43681 1.91032 -0.60926  C1 1.511, O3 1.214, N4 1.376
3 O 4.73569 1.86540 -1.78537  C2 1.214
4 N 4.27211 0.76416 0.13432  C2 1.376, C5 1.460, C6 1.469
5 C 4.27720 0.85320 1.59142  N4 1.460, H25 1.091, H26 1.094, H27 1.087
6 C 4.80397 -0.46741 -0.46518  N4 1.469, C7 1.533, H28 1.089, H29 1.093
7 C 3.73857 -1.33412 -1.14589  C6 1.533, C8 1.533, H30 1.092, H31 1.094
8 C 3.15820 -2.44015 -0.25764  C7 1.533, C9 1.531, H32 1.094, H33 1.093
9 C 1.99011 -1.95813 0.60597  C8 1.531, C10 1.524, H34 1.092, H35 1.093
10 C 0.68666 -1.81648 -0.17149  C9 1.524, O11 1.443, H36 1.094, H37 1.090
11 O -0.13847 -2.97354 0.07696  C10 1.443, C12 1.347
12 C -1.47210 -2.78891 0.04287  O11 1.347, O13 1.193, O14 1.341
13 O -2.21621 -3.36815 -0.68869  C12 1.193
14 O -1.83919 -1.85303 0.93097  C12 1.341, C15 1.441
15 C -3.23590 -1.49665 0.92472  O14 1.441, C16 1.531, H38 1.092, H39 1.091
16 C -3.39929 -0.19733 1.71803  C15 1.531, N17 1.452, H40 1.092, H41 1.092
17 N -4.41033 0.70279 1.19232  C16 1.452, C18 1.456, H42 1.010
18 C -4.02725 1.47480 0.01906  N17 1.456, C19 1.563, H43 1.094, H44 1.096
19 C -4.83764 1.18889 -1.28605  C18 1.563, C20 1.519, O21 1.424, H45 1.091
20 C -5.75212 2.34634 -1.64794  C19 1.519, H46 1.095, H47 1.090, H48 1.091
21 O -5.56023 -0.03707 -1.24510  C19 1.424, H49 0.963
22 H 3.16084 3.21424 0.53588  C1 1.091
23 H 4.21872 4.00858 -0.65129  C1 1.086
24 H 4.87419 3.41207 0.89237  C1 1.091
25 H 3.35534 1.30081 1.96626  C5 1.091
26 H 5.12843 1.42195 1.97687  C5 1.094
27 H 4.33611 -0.15327 1.99845  C5 1.087
28 H 5.56532 -0.18983 -1.19218  C6 1.089
29 H 5.29403 -1.03083 0.33264  C6 1.093
30 H 4.15879 -1.76379 -2.05706  C7 1.092
31 H 2.93824 -0.66124 -1.46924  C7 1.094
32 H 3.94847 -2.83080 0.39083  C8 1.094
33 H 2.82109 -3.27716 -0.87509  C8 1.093
34 H 1.80399 -2.66454 1.41744  C9 1.092
35 H 2.23679 -0.99901 1.06927  C9 1.093
36 H 0.87411 -1.78518 -1.24918  C10 1.094
37 H 0.14397 -0.91576 0.11548  C10 1.090
38 H -3.79359 -2.32217 1.37185  C15 1.092
39 H -3.58134 -1.37467 -0.10302  C15 1.091
40 H -3.62613 -0.41488 2.76369  C16 1.092
41 H -2.43679 0.31800 1.71293  C16 1.092
42 H -5.27861 0.20987 1.04299  N17 1.010
43 H -2.96827 1.29164 -0.18471  C18 1.094
44 H -4.11613 2.54451 0.23807  C18 1.096
45 H -4.12140 1.04700 -2.09670  C19 1.091
46 H -6.45763 2.55807 -0.83818  C20 1.095
47 H -6.30551 2.11966 -2.55976  C20 1.090
48 H -5.16395 3.24898 -1.82202  C20 1.091
49 H -6.37744 0.09323 -0.75265  O21 0.963